Below is a molecular structure, C46H64BrN3O3Ta, with properties calculated with ωB97M-V/def2-TZVPD.

Values from the calculation:
* total charge: +1
* gap between HOMO and LUMO: 0.288 Ha
* ΔE to the lowest compared entry with this formula, charge and spin: 0.000 eV
* LUMO: -2.51 eV
* HOMO level: -10.4 eV

Structure (XYZ):
```
118
C46H64BrN3O3Ta ωB97M-V/def2-TZVPD
Ta 0.24616 -0.33043 0.90865
C -1.51829 -3.12648 1.30772
N -1.80190 -1.75024 0.84110
C -2.81395 -1.18622 1.75898
C -2.32199 -1.88042 -0.53812
C -2.60029 -0.53833 -1.16127
N -1.37823 0.28014 -1.30182
C -1.79624 1.70319 -1.28051
C -2.49442 2.17801 -0.03628
C -3.67118 2.89463 -0.16703
C -4.30107 3.44911 0.94064
C -3.67627 3.28281 2.16757
C -2.48184 2.58755 2.36086
C -1.92516 1.98231 1.22797
O -0.85575 1.15587 1.27074
C -1.89800 2.56360 3.78085
C -2.80338 1.70633 4.67778
C -1.84838 3.99977 4.33121
C -0.47107 2.01309 3.86397
C -5.60372 4.23945 0.84696
C -6.15249 4.27846 -0.58023
C -6.66305 3.59212 1.75012
C -5.34910 5.68209 1.30775
C -0.78112 0.01016 -2.64405
C 0.46462 0.80260 -2.98634
C 0.35424 2.03648 -3.61270
C 1.47835 2.78580 -3.93221
C 2.72219 2.24662 -3.62240
C 2.90687 1.01124 -3.00331
C 1.73925 0.31417 -2.71938
O 1.78652 -0.95191 -2.10683
C 4.34134 0.55088 -2.70530
C 4.46825 -0.65877 -1.76834
C 5.11958 1.69506 -2.03395
C 5.00172 0.19589 -4.04615
C 1.39151 4.17086 -4.56819
C -0.05344 4.59137 -4.84124
C 2.15629 4.17541 -5.89897
C 2.01791 5.19243 -3.60731
H -2.45271 -3.68937 1.38985
H -1.03885 -3.09226 2.28135
H -0.87174 -3.63980 0.59970
H -3.72998 -1.78419 1.72258
H -3.04487 -0.15400 1.51344
H -2.40324 -1.21286 2.76732
H -3.23854 -2.48265 -0.53325
H -1.57757 -2.43007 -1.11617
H -3.30794 0.00762 -0.53922
H -3.09062 -0.67261 -2.13321
H -2.46414 1.87908 -2.13610
H -0.91325 2.31120 -1.46057
H -4.09108 3.01849 -1.15703
H -4.14449 3.72493 3.03627
H -3.82549 2.08706 4.69538
H -2.42430 1.70360 5.70176
H -2.83352 0.67272 4.32393
H -2.83545 4.44733 4.43569
H -1.24978 4.64019 3.68088
H -1.38767 3.99272 5.32028
H -0.43436 0.95152 3.63437
H -0.09949 2.14905 4.88108
H 0.20307 2.54155 3.18612
H -6.35538 3.27536 -0.96150
H -5.46610 4.78149 -1.26449
H -7.09133 4.83281 -0.59150
H -6.85766 2.56222 1.44436
H -7.59884 4.14995 1.68488
H -6.35500 3.58268 2.79659
H -4.59898 6.16363 0.67775
H -4.99709 5.71806 2.33964
H -6.27126 6.26310 1.24756
H -1.53943 0.24652 -3.40176
H -0.58577 -1.05994 -2.71947
H -0.63471 2.40906 -3.84507
H 3.60157 2.82461 -3.87169
H 3.98788 -0.47983 -0.80250
H 5.52902 -0.82896 -1.57844
H 4.06088 -1.56871 -2.20493
H 4.64813 1.98439 -1.09200
H 5.20269 2.58029 -2.66405
H 6.13370 1.35669 -1.81536
H 4.47480 -0.62631 -4.53397
H 6.03695 -0.11078 -3.88332
H 5.00386 1.04893 -4.72645
H -0.54728 3.91083 -5.53802
H -0.06383 5.58553 -5.28883
H -0.63924 4.63872 -3.92018
H 1.74702 3.43122 -6.58439
H 3.21616 3.95977 -5.75722
H 2.07838 5.15585 -6.37211
H 1.47859 5.21027 -2.65765
H 1.97756 6.19182 -4.04472
H 3.06293 4.95898 -3.39843
Br 1.33169 2.61507 -0.24250
C 2.97124 2.43342 0.70044
C 3.81600 3.50303 0.66643
C 5.09152 3.41011 1.24534
C 5.48421 2.22507 1.79244
C 4.61380 1.10940 1.82718
C 5.09003 -0.11263 2.35553
C 4.27652 -1.20242 2.37687
C 2.94581 -1.08291 1.93490
C 2.38440 0.07440 1.43040
C 3.28207 1.19384 1.31707
H 3.50707 4.41431 0.17187
H 5.75482 4.26363 1.22217
H 6.47600 2.11047 2.21164
H 6.10758 -0.16091 2.72256
H 4.63052 -2.15502 2.74966
H 2.35215 -1.98798 2.00287
N 0.87834 -2.01145 -0.27843
C 1.22598 -0.94964 -0.92970
H 1.03144 -2.95947 -0.61393
C 0.65405 -1.59219 3.85230
O 0.18847 -1.06658 2.63938
H -0.11434 -1.47386 4.61831
H 1.55432 -1.06388 4.17158
H 0.88999 -2.65440 3.75280
```

=====

Below is a molecular structure, C21H69KMnO21, with properties calculated with ωB97M-V/def2-TZVPD.

Values from the calculation:
* gap between HOMO and LUMO (alpha / beta): 0.289 / 0.326 Ha
* LUMO (alpha / beta): -0.45 / -0.45 eV
* multiplicity: 6
* HOMO level (alpha / beta): -8.3 / -9.3 eV

Structure (XYZ):
```
113
C21H69KMnO21 ωB97M-V/def2-TZVPD
Mn -7.22245 -0.88699 -18.98987
K -3.75770 -1.73892 -17.15174
C -8.46838 -2.81558 -15.50229
C -8.02043 -2.01571 -16.77064
O -6.98154 -1.34676 -16.79159
O -8.73624 -1.89466 -17.75537
H -9.42158 -2.54307 -15.04925
H -7.86213 -2.60075 -14.62228
H -8.67870 -3.84934 -15.77652
C -6.84870 -3.60774 -21.99958
C -7.08234 -2.73328 -20.77995
O -6.26617 -2.56925 -19.81009
O -7.96026 -1.82221 -20.84102
H -6.07396 -3.33974 -22.71794
H -7.82474 -3.57805 -22.48391
H -6.59347 -4.62957 -21.71881
C -4.17396 1.69690 -20.10172
C -5.36591 0.90116 -19.57747
O -5.17937 0.03858 -18.70444
O -6.44497 0.85277 -20.15009
H -3.34032 1.58122 -19.40909
H -4.35511 2.74213 -20.35227
H -3.87280 1.26888 -21.05786
C -3.58549 -5.46941 -22.77917
O -3.00453 -6.24196 -23.81333
H -2.92400 -4.66605 -22.45490
H -4.48044 -4.95372 -23.12735
H -3.77981 -6.02077 -21.85920
H -2.06115 -6.06409 -23.81056
C -10.65581 -2.95117 -23.50010
O -10.40186 -3.09613 -22.09214
H -11.64479 -3.40000 -23.59270
H -10.78819 -1.91983 -23.82706
H -9.87546 -3.44493 -24.07921
H -9.71078 -2.51470 -21.76663
C -9.88691 1.09225 -22.32506
O -10.40799 1.20057 -23.65016
H -9.44979 0.11009 -22.14511
H -9.11118 1.85066 -22.21945
H -10.67387 1.23561 -21.58463
H -11.31117 0.88102 -23.58892
C -5.19583 -5.71376 -18.28017
O -4.68910 -4.36646 -18.47271
H -4.94272 -6.09150 -17.28954
H -6.28272 -5.69446 -18.36015
H -4.81045 -6.45624 -18.97896
H -5.39301 -3.77931 -18.75796
C -8.19656 -8.34187 -20.36764
O -9.27569 -7.72243 -19.66048
H -7.66112 -9.01337 -19.69645
H -8.47985 -8.94327 -21.23144
H -7.53491 -7.58829 -20.79478
H -9.78303 -7.17072 -20.26034
C -6.27282 -1.71379 -26.34927
O -7.34035 -2.06729 -27.16583
H -5.27680 -2.10157 -26.56296
H -6.20003 -0.63612 -26.49564
H -6.44478 -2.01665 -25.31641
H -8.07935 -1.61583 -26.75151
C -2.92234 -3.78084 -27.46152
O -2.54587 -4.34452 -28.69078
H -2.23628 -3.97901 -26.63802
H -3.06266 -2.70012 -27.48285
H -3.85783 -4.20296 -27.09439
H -2.44323 -5.28508 -28.52830
C -2.80310 -2.19542 -21.05562
O -2.79526 -2.52611 -19.61023
H -1.85596 -2.49287 -21.50567
H -3.56378 -2.82946 -21.51109
H -2.93882 -1.13357 -21.26096
H -3.31536 -3.32513 -19.49772
C -7.48400 -6.40384 -23.76364
O -7.52556 -7.84321 -23.68036
H -8.30421 -5.93795 -23.21748
H -6.54876 -6.15766 -23.26082
H -7.60695 -6.08123 -24.79751
H -6.90254 -8.15409 -24.34127
C -2.90977 -0.23849 -24.56647
O -3.69950 -1.11801 -23.73920
H -3.24595 0.79806 -24.54085
H -1.85910 -0.33385 -24.29245
H -3.00702 -0.71015 -25.54431
H -4.55754 -0.73569 -23.54123
C -4.75348 -7.71605 -26.39864
O -4.71233 -7.93231 -25.01211
H -5.53758 -7.01908 -26.69447
H -3.82845 -7.42661 -26.89729
H -5.00495 -8.68360 -26.83306
H -4.21096 -7.20060 -24.64492
C -9.12128 1.85882 -18.35701
O -9.12941 0.54287 -18.82211
H -9.71385 1.97716 -17.44984
H -8.11165 2.23984 -18.20344
H -9.53628 2.54905 -19.09149
H -10.01276 0.17698 -18.73596
C -7.00625 0.79776 -23.82916
O -6.05804 0.17213 -23.01489
H -6.65664 0.69117 -24.85605
H -7.95224 0.25702 -23.80094
H -7.14932 1.82242 -23.48607
H -6.53901 -0.03264 -22.20969
C -9.68384 -4.92195 -19.68361
O -10.65297 -5.45412 -20.56190
H -9.62485 -5.41585 -18.71372
H -8.65764 -4.98828 -20.04500
H -9.87628 -3.88283 -19.41658
H -10.78797 -4.97514 -21.38285
C -12.80912 -0.18219 -20.11637
O -12.88985 0.29653 -18.74778
H -13.02727 -1.24996 -20.09737
H -13.54423 0.38525 -20.68710
H -11.79397 -0.05547 -20.49253
H -13.12119 1.22723 -18.79126
```

=====

Below is C4H2N4O2S in the gas phase, with properties calculated with ωB97M-V/def2-TZVPD.

Values from the calculation:
* gap between HOMO and LUMO (alpha / beta): 0.248 / 0.256 Ha
* ΔE to the lowest compared entry with this formula, charge and spin: 0.000 eV
* LUMO (alpha / beta): -2.66 / -2.60 eV
* HOMO level (alpha / beta): -9.4 / -9.6 eV

Structure (XYZ):
```
13
C4H2N4O2S ωB97M-V/def2-TZVPD
C -1.47867 -0.58870 0.42772
C -1.26964 -0.80324 -1.74614
C -0.22076 0.04142 0.42063
C 0.66130 -0.25010 -0.57559
N -2.05398 -1.02148 -0.59732
N -0.01148 -0.52308 -1.70890
N 0.13779 0.63888 1.49995
N 1.26007 0.76988 2.10861
O 1.94889 -0.22790 -0.54103
O 2.16427 2.26735 0.26827
S 2.61702 1.51995 1.44282
H -1.92742 -0.56751 1.49728
H -1.82740 -1.25547 -2.49632
```

=====

Below is a molecular structure, C2H5NO, with properties calculated with ωB97M-V/def2-TZVPD.

Values from the calculation:
* gap between HOMO and LUMO: 0.386 Ha
* ΔE to the lowest compared entry with this formula, charge and spin: 3.886 eV
* LUMO: 0.46 eV
* HOMO level: -10.1 eV

Structure (XYZ):
```
9
C2H5NO ωB97M-V/def2-TZVPD
C -0.07010 -1.02192 -0.65669
N -0.48462 0.80842 -0.30937
C 0.02951 1.12022 0.93997
O 0.71992 0.48199 1.70698
H 0.09897 -1.33265 0.36011
H -0.98171 -1.36671 -1.13329
H 0.81163 -1.29247 -1.28137
H 0.16179 0.31835 -1.00745
H -0.38196 2.12674 1.19735
```

=====

Below is a molecular structure, C4H10BNO, with properties calculated with ωB97M-V/def2-TZVPD.

Values from the calculation:
* gap between HOMO and LUMO: 0.352 Ha
* ΔE to the lowest compared entry with this formula, charge and spin: 1.604 eV
* LUMO: 0.85 eV
* HOMO level: -8.7 eV

Structure (XYZ):
```
17
C4H10BNO ωB97M-V/def2-TZVPD
B 0.55232 1.52687 -0.03037
C -0.17570 -0.70096 -0.89876
C -1.31488 0.19942 -0.54835
C -2.21355 -0.36190 0.62258
C 2.39144 -0.21401 0.44411
N 1.12221 0.23533 0.02858
O -0.80637 1.50716 -0.33510
H 1.15631 2.47559 0.25405
H 0.09436 -1.71240 -0.71819
H 0.04336 -0.46129 -1.89452
H -1.97550 0.22612 -1.41914
H -1.51710 -0.56276 1.44273
H -2.67978 -1.21662 0.24518
H -2.81917 0.26463 1.07945
H 2.42057 -0.49073 1.54048
H 2.56984 -1.15213 -0.10629
H 3.15163 0.43770 0.29358
```

=====

Below is C8H13N3O2S in the gas phase, with properties calculated with ωB97M-V/def2-TZVPD.

Values from the calculation:
* gap between HOMO and LUMO: 0.261 Ha
* ΔE to the lowest compared entry with this formula, charge and spin: 5.391 eV
* LUMO: 0.32 eV
* HOMO level: -6.8 eV

Structure (XYZ):
```
27
C8H13N3O2S ωB97M-V/def2-TZVPD
C -1.01253 0.80918 -1.20240
C 0.29194 1.20187 -1.61049
C 1.49870 -0.32032 -0.18743
C 3.65203 0.46883 2.40275
C 0.54530 2.17167 -2.75061
C -1.78652 -2.17483 0.41726
C -3.56458 -0.68077 -0.30589
C 2.43114 -0.48761 2.55270
N -1.12865 -0.31118 -0.63666
N 1.31543 0.57108 -1.03312
N -2.17994 -0.95043 -0.22531
O 3.44743 1.47478 1.57386
O 4.69599 0.23628 2.97704
S 2.16474 -1.33334 0.82187
H -1.82764 1.39579 -1.62583
H 0.78395 3.17766 -2.39544
H 1.23894 1.76360 -3.42974
H -0.43866 2.15269 -3.29532
H -0.74327 -2.21835 0.11052
H -1.66292 -1.99015 1.51330
H -2.54285 -3.01277 0.20991
H -4.15264 -1.25751 -1.18044
H -4.10203 -0.91777 0.65636
H -3.73530 0.35187 -0.46443
H 1.40280 -0.07048 2.76322
H 2.76709 -1.27206 3.21103
H 2.64204 1.22230 1.13328
```

=====

Below is 2 unconnected molecules or ions with the total composition C3H11NO, with properties calculated with ωB97M-V/def2-TZVPD.

Values from the calculation:
* gap between HOMO and LUMO: 0.362 Ha
* structure (SMILES): CN(C)C.O
* ΔE to the lowest compared entry with this formula, charge and spin: 1.122 eV
* LUMO: 0.95 eV
* HOMO level: -8.9 eV

Structure (XYZ):
```
16
C3H11NO ωB97M-V/def2-TZVPD
C -2.12041 0.46377 0.64206
N -0.64415 0.54715 0.27725
C -0.39187 -0.78221 -0.32856
C -0.52306 1.56861 -0.74125
H -2.74852 0.23643 -0.23567
H -2.42101 1.44556 1.04496
H -2.30239 -0.30363 1.41315
H 0.62039 -0.75124 -0.76558
H -1.09510 -1.14820 -1.09544
H -0.38944 -1.49332 0.51460
H -0.80752 2.57968 -0.40446
H -1.10999 1.31946 -1.64127
H 0.54678 1.57519 -1.00960
O 4.07503 -1.71454 0.67821
H 4.50145 -1.49689 1.53789
H 4.80980 -2.04580 0.11371
```

=====

Below is a molecular structure, C4H2Br3Cl, with properties calculated with ωB97M-V/def2-TZVPD.

Values from the calculation:
* gap between HOMO and LUMO: 0.315 Ha
* ΔE to the lowest compared entry with this formula, charge and spin: 0.247 eV
* LUMO: -0.48 eV
* HOMO level: -9.1 eV

Structure (XYZ):
```
10
C4H2Br3Cl ωB97M-V/def2-TZVPD
C 0.12845 0.94783 -0.20263
C 0.08863 -0.37161 -0.88936
C -0.28342 1.22348 1.03806
C -0.12191 -1.57600 -0.29472
Cl 0.25388 -0.47645 -2.57078
Br 0.09980 3.02825 1.56664
Br -0.01988 -1.85369 1.65565
Br -0.04658 -3.21133 -1.28343
H 0.26440 1.80861 -0.84505
H -0.36337 0.48090 1.82561
```